(1)
C2H9INP3 | the ωB97M-V functional and the def2-TZVPD basis

Element x y z (Å)
C (-1.5981, 0.1488, 1.2237)
C (-1.0457, 1.9853, -0.9511)
N (2.7862, -1.1451, 1.5961)
P (0.3292, -0.9143, -0.8837)
P (1.8444, -2.0482, 0.6972)
P (-1.5789, 0.2094, -0.6368)
I (4.5371, -0.3285, 0.8931)
H (-1.9998, -0.7346, 1.7062)
H (-2.2503, 0.8839, 1.6419)
H (-0.6650, 0.1782, 1.7250)
H (-0.9639, 2.1388, -2.1566)
H (-0.1602, 2.4262, -0.5268)
H (-1.9452, 2.6878, -0.8316)
H (0.3515, -0.9037, -2.2549)
H (-0.1775, -2.1983, -0.8257)
H (2.5362, -2.3858, -0.4162)

- relative energy (zero: lowest compared OMol25 entry of this formula, charge and spin) (kJ/mol) = 171.65
- HOMO (eV) = -8.151
- max |F| (eV Å⁻¹) = 3.97
- HOMO-LUMO gap (eV) = 7.89

Results of the natural (NBO) charge analysis, in e, for atoms 1 through 4: -0.959 -0.958 -1.138 0.067

(2)
C42H39CdN10Si | the ωB97M-V functional and the def2-TZVPD basis

Element x y z (Å)
Cd (-0.0937, 0.2043, 0.1332)
C (2.5277, -0.4981, -3.0649)
C (2.6194, 0.8687, -2.4541)
C (2.7830, 2.0058, -3.2406)
C (2.8989, 3.2360, -2.6166)
C (2.8718, 3.2948, -1.2364)
C (2.6735, 2.1144, -0.5238)
N (2.5503, 0.9347, -1.1271)
C (2.6527, 2.0990, 0.9648)
C (3.2714, 3.1328, 1.6666)
C (3.4023, 3.0202, 3.0341)
C (2.9190, 1.8882, 3.6584)
C (2.2348, 0.9308, 2.9081)
N (2.1047, 1.0439, 1.5800)
C (1.7081, -0.2747, 3.6139)
C (1.5163, -0.2301, 4.9935)
C (1.0700, -1.3625, 5.6480)
C (0.8460, -2.5093, 4.9159)
C (1.0658, -2.4819, 3.5388)
C (0.8459, -3.7318, 2.7350)
N (1.4774, -1.3830, 2.9094)
H (2.7565, -0.4730, -4.1297)
H (1.5202, -0.8949, -2.9265)
H (3.2120, -1.1767, -2.5565)
H (2.8024, 1.9250, -4.3198)
H (3.0102, 4.1409, -3.2006)
H (2.9424, 4.2515, -0.7425)
H (3.6726, 3.9901, 1.1480)
H (3.9026, 3.7933, 3.6032)
H (3.0886, 1.7572, 4.7164)
H (1.6853, 0.6788, 5.5495)
H (0.8958, -1.3428, 6.7169)
H (0.5028, -3.4198, 5.3897)
H (1.0404, -4.6164, 3.3423)
H (1.4799, -3.7361, 1.8523)
H (-0.1941, -3.7757, 2.4012)
C (-1.9355, 1.3842, -5.2429)
C (-3.1206, 0.8950, -4.7167)
C (-3.1636, 0.3372, -3.4485)
C (-2.0031, 0.2329, -2.6664)
C (-0.8140, 0.7495, -3.2116)
C (-0.7831, 1.3162, -4.4690)
N (-1.9928, -0.2117, -1.3606)
C (-2.7407, -1.1527, -0.8400)
C (-3.4655, -2.1470, -1.5844)
C (-4.1906, -3.1121, -0.9619)
C (-4.2947, -3.1629, 0.4556)
C (-3.6216, -2.2559, 1.2121)
C (-2.8118, -1.2537, 0.6104)
N (-2.1445, -0.3186, 1.3118)
N (-2.3841, -0.2361, 2.5704)
C (-1.9368, 0.9410, 3.1223)
C (-2.3735, 1.2340, 4.4278)
C (-2.1024, 2.4726, 4.9613)
C (-1.3792, 3.3921, 4.2022)
C (-0.9517, 2.9998, 2.9435)
N (-1.2133, 1.8150, 2.4106)
H (-1.9157, 1.8275, -6.2297)
H (-4.0336, 0.9573, -5.2974)
H (-4.1130, 0.0255, -3.0304)
H (0.0872, 0.6995, -2.6133)
H (0.1520, 1.7154, -4.8456)
H (-3.3983, -2.1266, -2.6635)
H (-4.6943, -3.8691, -1.5520)
H (-4.9056, -3.9273, 0.9186)
H (-3.6630, -2.2741, 2.2923)
H (-2.9342, 0.4784, 4.9609)
H (-2.4511, 2.7375, 5.9527)
H (-1.1645, 4.3834, 4.5780)
H (-0.3705, 3.6782, 2.3238)
C (-0.4770, -4.5124, -0.9764)
Si (0.5622, -3.0721, -1.6730)
C (-0.2046, -2.7426, -3.3838)
C (2.2608, -3.8463, -2.1072)
C (0.7282, -1.8127, -0.3140)
H (-0.7443, -5.2381, -1.7497)
H (-1.4070, -4.1237, -0.5523)
H (0.0534, -5.0468, -0.1835)
H (0.1848, -3.4659, -4.1054)
H (-0.0059, -1.7480, -3.7779)
H (-1.2898, -2.8585, -3.3519)
H (2.1294, -4.8903, -2.4055)
H (2.9446, -3.8317, -1.2545)
H (2.7537, -3.3313, -2.9353)
H (1.7716, -1.7132, -0.0078)
H (0.1901, -2.2503, 0.5276)
N (-0.2920, 2.3939, -0.4777)
C (-0.3694, 3.4230, -1.0004)
C (-0.4275, 4.6741, -1.6002)
C (-1.3037, 4.9410, -2.6722)
N (-2.0142, 5.1945, -3.5470)
C (0.4090, 5.6994, -1.1235)
N (1.1124, 6.5300, -0.7289)

- relative energy (zero: lowest compared OMol25 entry of this formula, charge and spin) (kJ/mol) = 86.08
- HOMO (alpha / beta) (eV) = -4.170 / -4.170
- net charge = -1
- max |F| (eV Å⁻¹) = 1.15
- HOMO-LUMO gap (alpha / beta) (eV) = 5.73 / 5.73

Results of the natural (NBO) charge analysis, in e, for atoms 1 through 4: 1.606 -0.646 0.234 -0.260

(3)
C5H8N | the ωB97M-V functional and the def2-TZVPD basis

Element x y z (Å)
C (0.8957, 1.1754, 0.9641)
C (0.9706, -0.0270, 0.0371)
N (-0.3552, -0.1110, -0.7796)
C (-0.5693, -1.2579, -1.5440)
C (-1.3582, -1.6266, -0.5195)
C (-1.5622, -0.3306, 0.0787)
H (1.2334, 2.0427, 0.4229)
H (-0.0977, 1.3602, 1.3674)
H (1.5156, 0.9909, 1.8507)
H (1.2705, -0.9190, 0.4459)
H (1.5567, 0.3679, -0.8643)
H (0.0339, -1.9433, -2.2064)
H (-2.2754, 0.4632, -0.3915)
H (-1.2584, -0.1848, 1.1386)

- relative energy (zero: lowest compared OMol25 entry of this formula, charge and spin) (kJ/mol) = 618.57
- HOMO (alpha / beta) (eV) = -15.686 / -15.686
- net charge = +1
- max |F| (eV Å⁻¹) = 6.22
- HOMO-LUMO gap (alpha / beta) (eV) = 9.05 / 9.05

Results of the natural (NBO) charge analysis, in e, for atoms 1 through 4: -0.643 -0.229 -0.113 -0.040

(4)
C44H45ClN11O2SZn | the ωB97M-V functional and the def2-TZVPD basis

Element x y z (Å)
Zn (2.4127, 0.4185, 2.1340)
C (0.3492, 0.9943, 5.8204)
C (1.1882, 1.1066, 4.5881)
N (1.8165, 0.1244, 4.0527)
N (1.9489, -1.0723, 4.6278)
C (3.0167, -1.7239, 4.1758)
N (3.2091, -2.9472, 4.7149)
S (4.1455, -1.1914, 2.9885)
C (1.5391, 2.4212, 4.0164)
C (0.9949, 3.6092, 4.4954)
C (1.5506, 4.8149, 4.1023)
C (2.6558, 4.8106, 3.2654)
C (3.1054, 3.5900, 2.7897)
N (2.5464, 2.4316, 3.1164)
H (0.2755, -0.0514, 6.1070)
H (-0.6515, 1.3966, 5.6455)
H (0.7920, 1.5553, 6.6464)
H (2.6897, -3.1953, 5.5419)
H (4.0977, -3.3883, 4.5602)
H (0.1641, 3.5841, 5.1872)
H (1.1457, 5.7514, 4.4618)
H (3.1583, 5.7259, 2.9878)
H (3.9651, 3.5402, 2.1326)
C (3.4436, -6.6854, -9.5586)
O (3.0939, -5.3229, -9.3784)
C (3.0732, -4.8325, -8.1242)
C (2.7999, -3.4654, -8.0091)
C (2.7376, -2.8735, -6.7708)
C (2.9364, -3.6308, -5.6099)
C (3.2234, -4.9847, -5.7319)
C (3.2988, -5.5883, -6.9778)
C (2.8389, -2.9620, -4.3175)
N (3.0887, -1.6881, -4.1095)
C (2.8414, -1.4763, -2.7851)
C (2.4301, -2.6433, -2.1674)
N (2.4299, -3.5831, -3.1647)
C (2.0227, -2.6894, -0.8063)
C (1.5045, -3.8197, -0.1571)
C (1.0401, -3.7011, 1.1285)
C (1.0920, -2.4535, 1.7508)
N (1.6245, -1.3905, 1.1805)
C (2.1083, -1.4852, -0.0712)
C (2.7221, -0.3063, -0.6589)
N (3.0118, 0.7470, 0.1390)
C (3.5724, 1.8162, -0.3981)
C (3.8522, 1.9437, -1.7574)
C (3.5811, 0.8832, -2.5862)
C (3.0358, -0.2803, -2.0325)
H (3.4404, -6.8554, -10.6308)
H (2.7162, -7.3502, -9.0860)
H (4.4399, -6.8911, -9.1598)
H (2.6413, -2.9009, -8.9182)
H (2.5283, -1.8177, -6.6691)
H (3.4198, -5.5835, -4.8496)
H (3.5448, -6.6385, -7.0426)
H (2.1829, -4.5535, -3.0819)
H (1.4645, -4.7710, -0.6727)
H (0.6359, -4.5530, 1.6561)
H (0.6927, -2.3213, 2.7495)
H (3.8334, 2.6187, 0.2770)
H (4.2896, 2.8585, -2.1302)
H (3.8006, 0.9030, -3.6454)
C (-4.8152, 3.3289, -1.5415)
C (-4.0090, 2.0367, -1.3677)
C (-2.6133, 2.2502, -1.9661)
C (-4.6729, 0.9191, -2.1889)
C (-3.9433, 1.6032, 0.1400)
O (-3.3717, 0.3018, 0.2482)
C (-5.3549, 1.6442, 0.7737)
C (-5.5793, 0.6964, 1.9694)
C (-4.7987, 1.0635, 3.2055)
C (-3.7091, 0.3007, 3.6135)
C (-2.9300, 0.6854, 4.6942)
C (-3.2433, 1.8488, 5.3769)
Cl (-2.2432, 2.3598, 6.6978)
C (-4.3470, 2.6061, 5.0145)
C (-5.1190, 2.2054, 3.9354)
C (-3.0546, 2.5108, 1.0336)
N (-1.6284, 2.2392, 1.0310)
C (-0.9657, 1.1747, 1.4900)
N (0.3360, 1.3751, 1.4008)
C (0.4131, 2.6224, 0.8573)
N (-0.7496, 3.1755, 0.6250)
H (-4.7315, 3.6672, -2.5749)
H (-4.4377, 4.1304, -0.9032)
H (-5.8738, 3.1876, -1.3230)
H (-2.6964, 2.3070, -3.0528)
H (-1.9513, 1.4159, -1.7235)
H (-2.1605, 3.1742, -1.6151)
H (-4.8608, 1.2781, -3.2010)
H (-5.6315, 0.5948, -1.7785)
H (-4.0146, 0.0519, -2.2726)
H (-3.9665, -0.3306, -0.1685)
H (-6.0988, 1.3872, 0.0199)
H (-5.5574, 2.6724, 1.0834)
H (-5.3238, -0.3240, 1.6847)
H (-6.6474, 0.7178, 2.1954)
H (-3.4574, -0.6010, 3.0671)
H (-2.0835, 0.0881, 5.0080)
H (-4.5953, 3.5011, 5.5686)
H (-5.9793, 2.8000, 3.6496)
H (-3.3922, 2.3832, 2.0573)
H (-3.1722, 3.5536, 0.7551)
H (-1.4509, 0.2909, 1.8669)
H (1.3327, 3.1290, 0.6335)

- relative energy (zero: lowest compared OMol25 entry of this formula, charge and spin) (kJ/mol) = 138.90
- HOMO (eV) = -9.835
- net charge = +1
- max |F| (eV Å⁻¹) = 1.13
- HOMO-LUMO gap (eV) = 7.24

Results of the Löwdin charge analysis, in e, for atoms 1 through 4: 0.502 -0.062 -0.253 -0.085

(5)
C33H33N6OS3SbSe4Ti | the ωB97M-V functional and the def2-TZVPD basis

Element x y z (Å)
Ti (-0.0409, -0.6929, 0.0975)
C (4.4002, 0.5169, 1.2759)
C (3.6766, 1.5376, 2.1188)
C (4.3907, 2.3167, 3.0850)
C (3.6962, 3.1238, 3.9252)
C (2.2768, 3.1734, 3.8514)
C (1.5016, 3.9303, 4.7624)
C (0.1398, 3.8830, 4.6633)
C (-0.4842, 3.1064, 3.6565)
C (0.2247, 2.3693, 2.7263)
S (-0.6909, 1.5027, 1.4757)
C (1.6581, 2.4016, 2.8418)
N (2.3890, 1.6296, 1.9902)
H (5.2932, 0.9450, 0.8059)
H (3.7354, 0.1116, 0.5209)
H (4.7204, -0.3214, 1.8966)
H (5.4705, 2.2335, 3.1440)
H (4.2041, 3.7168, 4.6803)
H (1.9980, 4.5140, 5.5308)
H (-0.4764, 4.4331, 5.3657)
H (-1.5649, 3.0786, 3.5970)
N (-4.0331, -1.6435, 1.1569)
C (-4.1839, -2.6324, 2.1220)
C (-5.4538, -2.9908, 2.5585)
C (-5.6220, -3.9568, 3.5439)
C (-4.5083, -4.5772, 4.0891)
C (-3.2388, -4.2290, 3.6373)
C (-3.0596, -3.2579, 2.6562)
S (-1.4190, -2.8476, 2.1914)
N (-1.6504, -1.6766, 0.9434)
C (-2.8487, -1.2079, 0.5961)
C (-2.9366, -0.2223, -0.4182)
C (-4.1545, 0.3853, -0.8222)
C (-4.1642, 1.3048, -1.8266)
C (-2.9519, 1.6364, -2.4692)
C (-1.8019, 1.0158, -2.0345)
N (-1.7483, 0.1192, -1.0422)
H (-4.8767, -1.2879, 0.7543)
H (-6.3197, -2.5021, 2.1206)
H (-6.6191, -4.2164, 3.8788)
H (-4.6198, -5.3301, 4.8596)
H (-2.3594, -4.7205, 4.0439)
H (-5.0886, 0.1472, -0.3322)
H (-5.0961, 1.7716, -2.1240)
H (-2.9059, 2.3525, -3.2782)
H (-0.8538, 1.2305, -2.5088)
Se (1.0727, -5.5060, 0.7167)
Sb (2.1854, -3.3719, 0.4176)
Se (1.4257, -1.4264, 1.8832)
Se (1.1903, -2.0427, -1.5103)
Se (4.6049, -3.5560, 0.3888)
C (-2.2131, -4.0189, -3.7558)
C (-1.5927, -4.8348, -2.6171)
C (-2.0293, -4.0349, -1.4041)
O (-1.9908, -2.6747, -1.8298)
C (-1.9980, -2.5899, -3.2451)
H (-3.2809, -4.2426, -3.8502)
H (-1.7352, -4.1818, -4.7241)
H (-0.5030, -4.8091, -2.6817)
H (-1.9220, -5.8757, -2.5771)
H (-1.3651, -4.1613, -0.5488)
H (-3.0566, -4.2942, -1.1064)
H (-1.0260, -2.2051, -3.5723)
H (-2.7721, -1.8863, -3.5624)
N (0.7155, 3.3538, -0.5141)
C (1.5791, 2.6889, -1.2840)
S (1.5393, 1.0151, -1.5014)
N (2.4767, 3.5188, -1.9200)
C (3.4895, 3.2382, -2.8675)
C (4.1920, 2.0385, -2.9251)
C (5.1924, 1.8809, -3.8774)
C (5.5139, 2.8965, -4.7661)
C (4.8185, 4.0953, -4.6964)
C (3.8144, 4.2625, -3.7525)
H (0.1466, 2.7636, 0.1228)
H (0.9785, 4.2594, -0.1585)
H (2.2627, 4.4986, -1.8378)
H (3.9548, 1.2363, -2.2442)
H (5.7223, 0.9365, -3.9136)
H (6.2957, 2.7567, -5.5023)
H (5.0445, 4.9015, -5.3836)
H (3.2655, 5.1977, -3.7063)

- spin multiplicity = 3
- relative energy (zero: lowest compared OMol25 entry of this formula, charge and spin) (kJ/mol) = 79.48
- HOMO (alpha / beta) (eV) = -0.862 / -1.529
- net charge = -2
- max |F| (eV Å⁻¹) = 1.34
- HOMO-LUMO gap (alpha / beta) (eV) = 4.62 / 5.28

Results of the Löwdin charge analysis, in e, for atoms 1 through 4: -0.034 -0.060 -0.331 -0.029

(6)
C6H11NO | the ωB97M-V functional and the def2-TZVPD basis

Element x y z (Å)
C (-0.2887, 3.1270, -1.3192)
C (-0.7137, 1.9371, -0.6425)
C (0.2405, 0.9283, -0.0408)
C (-0.5249, 0.0951, 1.0824)
C (-0.9012, -1.3292, 0.5476)
O (-2.1139, -1.5314, 0.4632)
N (-0.0372, -2.3682, 0.3180)
C (1.3963, -2.1700, 0.1508)
H (0.6691, 3.2723, -1.5452)
H (-1.0585, 3.8291, -1.5243)
H (-1.8721, 1.9628, -0.5910)
H (1.1648, 1.3158, 0.4237)
H (0.6155, 0.1089, -0.8068)
H (0.1226, -0.1932, 1.9232)
H (-1.4158, 0.5517, 1.4948)
H (-0.4299, -3.2086, -0.0799)
H (1.6002, -2.2474, -0.9740)
H (2.0421, -2.9482, 0.6947)
H (1.5048, -1.1320, 0.4255)

- relative energy (zero: lowest compared OMol25 entry of this formula, charge and spin) (kJ/mol) = 240.01
- HOMO (eV) = -9.214
- max |F| (eV Å⁻¹) = 7.79
- HOMO-LUMO gap (eV) = 10.03

Results of the natural (NBO) charge analysis, in e, for atoms 1 through 4: -0.374 -0.194 -0.464 -0.478

(7)
HN2P | the ωB97M-V functional and the def2-TZVPD basis

Element x y z (Å)
N (0.6577, -0.8903, -0.0448)
N (-0.5116, -1.1022, 0.1136)
P (-0.2289, 0.3708, -0.6698)
H (0.0828, 1.6217, 0.6009)

- relative energy (zero: lowest compared OMol25 entry of this formula, charge and spin) (kJ/mol) = 148.58
- HOMO (eV) = -9.855
- max |F| (eV Å⁻¹) = 6.67
- HOMO-LUMO gap (eV) = 9.88

For reference, the natural (NBO) charges in units of e are: -0.273 -0.260 0.655 -0.122

(8)
C32H42F4N3O3STeTi | the ωB97M-V functional and the def2-TZVPD basis

Element x y z (Å)
Ti (0.4349, -0.6259, -0.3576)
C (1.3649, -2.0619, -3.9880)
C (1.0364, -3.3940, -3.3139)
N (0.5093, -3.2686, -1.9496)
C (0.7815, -4.4944, -1.1909)
C (2.1999, -4.5186, -0.6304)
C (-0.9093, -2.9337, -1.9482)
C (-1.4687, -2.7308, -0.5118)
N (-0.4966, -2.1664, 0.4326)
C (-0.2805, -2.7066, 1.6530)
C (0.5455, -2.0056, 2.5759)
F (1.0036, -0.7761, 2.2281)
C (0.8693, -2.4562, 3.8316)
F (1.6663, -1.7026, 4.6004)
C (0.3815, -3.6509, 4.3227)
C (-0.4571, -4.3481, 3.4786)
F (-0.9904, -5.5024, 3.9034)
C (-0.7755, -3.9159, 2.2072)
F (-1.6056, -4.7300, 1.5086)
H (0.5053, -1.6486, -4.5168)
H (2.1683, -2.1879, -4.7146)
H (1.6864, -1.3458, -3.2338)
H (1.9493, -3.9861, -3.2536)
H (0.3333, -3.9601, -3.9452)
H (0.5996, -5.3833, -1.8141)
H (0.0881, -4.5468, -0.3532)
H (2.9472, -4.5975, -1.4213)
H (2.3184, -5.3698, 0.0413)
H (2.3787, -3.5992, -0.0754)
H (-1.5098, -3.7299, -2.4195)
H (-1.0346, -2.0350, -2.5504)
H (-1.8357, -3.7008, -0.2045)
H (-2.3373, -2.0626, -0.5687)
H (0.6335, -4.0146, 5.3064)
C (-2.3238, 2.4412, 1.0210)
Te (-1.9890, 0.3576, 1.4863)
C (-3.2410, 0.8230, 3.2356)
C (-3.6529, 2.2631, 3.1397)
C (-4.4948, 2.8330, 4.0925)
C (-4.8445, 4.1704, 4.0199)
C (-4.3382, 4.9635, 2.9985)
C (-3.5065, 4.4045, 2.0441)
C (-3.1743, 3.0529, 2.0968)
H (-2.8336, 2.5035, 0.0590)
H (-1.3636, 2.9537, 0.9474)
H (-2.6675, 0.6454, 4.1451)
H (-4.1059, 0.1611, 3.2558)
H (-4.8773, 2.2191, 4.9000)
H (-5.5080, 4.5986, 4.7601)
H (-4.5969, 6.0132, 2.9447)
H (-3.1068, 5.0202, 1.2459)
C (3.9538, -0.0498, 1.0981)
C (3.3973, -0.8333, -0.0499)
C (4.3627, -1.3614, -1.0682)
O (2.1222, -1.1053, -0.1491)
H (4.7410, -0.6210, 1.6026)
H (3.1781, 0.2008, 1.8171)
H (4.4064, 0.8824, 0.7405)
H (4.9894, -0.5538, -1.4607)
H (3.8258, -1.8339, -1.8908)
H (5.0385, -2.1028, -0.6242)
O (-1.1106, 0.1401, -1.4407)
S (-0.3779, 0.9648, -2.5064)
C (-1.6232, 0.8972, -3.8707)
C (-1.7378, 2.3111, -4.4099)
C (-1.8197, 3.1942, -3.1677)
C (-0.6976, 2.7472, -2.2418)
H (-2.5495, 0.5691, -3.3984)
H (-1.3086, 0.1626, -4.6106)
H (-2.6130, 2.4269, -5.0498)
H (-0.8577, 2.5678, -5.0057)
H (-2.7852, 3.0405, -2.6798)
H (-1.7275, 4.2531, -3.4094)
H (-0.9108, 2.8829, -1.1894)
H (0.2547, 3.2281, -2.4729)
O (0.8652, 1.2016, -0.4482)
N (1.7981, 2.0330, 0.1309)
C (2.6398, 2.7212, -0.7317)
C (3.2261, 3.8850, -0.3391)
C (2.9635, 4.4353, 0.9298)
C (2.0583, 3.7463, 1.7662)
C (1.4765, 2.5873, 1.3610)
H (2.8014, 2.2398, -1.6862)
H (3.9058, 4.3829, -1.0180)
H (3.4268, 5.3592, 1.2404)
H (1.8231, 4.1271, 2.7510)
H (0.7890, 2.0064, 1.9609)

- spin multiplicity = 4
- relative energy (zero: lowest compared OMol25 entry of this formula, charge and spin) (kJ/mol) = 94.30
- HOMO (alpha / beta) (eV) = -5.190 / -7.410
- max |F| (eV Å⁻¹) = 2.07
- HOMO-LUMO gap (alpha / beta) (eV) = 5.29 / 7.50

Results of the Löwdin charge analysis, in e, for atoms 1 through 4: 0.833 -0.074 -0.238 -0.186